# 1
Computed, not measured: a cluster of 8 separate species, C5H26NO8 in total, with ωB97M-V with the def2-TZVPD basis set.

energy relative to the best compared isomer or geometry (same formula, charge and spin)	4.846	eV
HOMO	-5.35	eV
E_tot	-23475.0177	eV
multiplicity	1
net charge	-1

Element x y z (Å)
C (-0.306, 0.624, 2.387)
N (0.454, -0.304, 1.419)
C (-2.872, -1.045, 0.636)
C (-1.738, -0.210, 0.074)
C (-0.188, -0.806, 0.142)
C (0.801, -0.627, -1.011)
O (1.317, 0.592, -1.175)
H (-0.658, 1.546, 1.916)
H (0.378, 0.855, 3.209)
H (-1.288, -0.016, 2.588)
H (1.224, 0.241, 1.194)
H (-3.312, -1.585, -0.150)
H (-2.579, -1.560, 1.543)
H (-3.796, -0.430, 0.956)
H (-1.981, -0.101, -1.060)
H (-1.807, 0.799, 0.415)
H (-0.380, -1.803, 0.349)
H (1.632, -1.198, -0.806)
H (0.266, -0.800, -1.917)
H (-0.690, -1.778, 2.617)
H (0.443, -1.482, 3.531)
O (-0.327, -2.014, 3.477)
H (-1.688, -3.114, -1.032)
H (-0.642, -2.417, -1.925)
O (-1.090, -3.180, -1.825)
H (0.720, 1.926, -2.742)
H (1.602, 1.191, -3.855)
O (0.667, 1.744, -3.702)
H (3.159, -0.935, 1.221)
H (3.974, -1.699, 0.353)
O (4.055, -1.094, 1.202)
H (0.408, 1.812, -0.807)
H (-0.190, 3.064, 0.024)
O (-0.233, 2.549, -0.647)
H (-2.099, 3.066, -2.080)
H (-1.678, 2.186, -0.993)
O (-2.506, 2.478, -1.441)
H (4.216, 0.678, -0.433)
H (2.875, 1.369, -0.935)
O (3.857, 1.475, -0.721)

***

# 2
Computed, not measured: a structure of composition C28H30N3OP2Pd, with ωB97M-V with the def2-TZVPD basis set.

energy relative to the best compared isomer or geometry (same formula, charge and spin)	0.000	eV
HOMO	-16.86	eV
E_tot	-58071.3355	eV
multiplicity	1
net charge	+3

Element x y z (Å)
Pd (-0.706, -0.489, 0.570)
C (-4.072, -4.528, -2.611)
C (-4.003, -4.695, -1.231)
C (-2.991, -4.091, -0.510)
C (-2.036, -3.313, -1.187)
C (-2.099, -3.161, -2.585)
C (-3.118, -3.770, -3.289)
P (-0.698, -2.567, -0.345)
C (-0.645, -2.817, 1.419)
C (-1.789, -2.433, 2.163)
C (-1.744, -2.471, 3.550)
C (-0.583, -2.887, 4.190)
C (0.551, -3.244, 3.459)
C (0.538, -3.192, 2.078)
C (0.842, -2.578, -1.189)
C (1.350, -3.657, -1.887)
C (2.662, -3.596, -2.383)
C (3.432, -2.479, -2.170)
C (2.932, -1.350, -1.472)
C (3.702, -0.181, -1.250)
C (3.178, 0.888, -0.575)
C (1.840, 0.861, -0.113)
C (1.092, -0.258, -0.341)
C (1.602, -1.398, -0.997)
H (-4.865, -5.009, -3.169)
H (-4.732, -5.311, -0.723)
H (-2.921, -4.256, 0.556)
H (-1.337, -2.601, -3.114)
H (-3.168, -3.673, -4.365)
H (-2.721, -2.184, 1.661)
H (-2.620, -2.206, 4.126)
H (-0.559, -2.940, 5.271)
H (1.443, -3.572, 3.976)
H (1.417, -3.466, 1.509)
H (0.759, -4.553, -2.036)
H (3.067, -4.442, -2.923)
H (4.448, -2.446, -2.547)
H (4.719, -0.143, -1.620)
H (3.775, 1.772, -0.395)
H (1.439, 1.723, 0.407)
C (-2.992, 2.790, -2.545)
N (-3.199, 1.375, -2.867)
C (-2.443, 1.027, -4.072)
N (-1.017, 1.333, -3.945)
C (-0.847, 2.750, -3.607)
N (-1.574, 3.118, -2.390)
C (-0.986, 2.563, -1.190)
P (-1.099, 0.718, -1.352)
C (-2.909, 0.503, -1.751)
C (-0.331, 0.459, -3.019)
H (-3.534, 3.044, -1.633)
H (-3.394, 3.388, -3.361)
H (-2.845, 1.603, -4.905)
H (-2.575, -0.033, -4.294)
H (-1.234, 3.348, -4.431)
H (0.213, 2.977, -3.489)
H (-1.525, 2.894, -0.301)
H (0.059, 2.864, -1.102)
H (-3.518, 0.773, -0.885)
H (-3.106, -0.539, -2.009)
H (-0.427, -0.584, -3.325)
H (0.730, 0.707, -2.963)
O (-0.624, 1.191, 2.093)
H (0.085, 1.217, 2.751)
H (-1.398, 1.570, 2.533)

***

# 3
Computed, not measured: a structure of composition C32H60CoN2O2P3, with ωB97M-V with the def2-TZVPD basis set.

HOMO (spin up / spin down)	-9.32 / -10.02	eV
E_tot	-106719.3581	eV
multiplicity	4
net charge	+1

Element x y z (Å)
C (-1.069, -2.232, -1.823)
C (1.146, -1.478, -2.098)
C (-0.816, -3.386, -2.569)
C (1.450, -2.656, -2.803)
C (0.469, -3.604, -3.078)
H (-1.627, -4.084, -2.743)
H (2.468, -2.784, -3.170)
H (0.700, -4.502, -3.659)
N (-0.108, -1.330, -1.557)
P (-2.489, -0.555, -0.057)
P (2.618, 0.619, -0.664)
C (-2.465, -1.860, -1.375)
H (-3.067, -1.565, -2.252)
H (-2.938, -2.764, -0.977)
C (-0.351, 1.534, 0.691)
O (-0.230, 2.447, 1.395)
C (2.071, -0.316, -2.206)
H (2.891, -0.533, -2.887)
C (3.954, 1.897, -1.300)
C (3.135, -0.199, 1.016)
C (-3.934, 0.594, -0.476)
C (-2.950, -1.706, 1.404)
C (3.339, 3.296, -1.104)
H (3.148, 3.487, -0.032)
H (4.081, 4.034, -1.474)
H (2.403, 3.441, -1.664)
C (5.360, 1.940, -0.631)
H (5.332, 2.091, 0.467)
H (5.973, 1.044, -0.884)
H (5.908, 2.832, -1.045)
C (4.235, 1.616, -2.783)
H (4.785, 2.449, -3.274)
H (4.850, 0.706, -2.848)
H (3.308, 1.463, -3.368)
C (3.341, 0.979, 2.014)
H (2.384, 1.455, 2.285)
H (3.817, 0.591, 2.931)
H (3.989, 1.770, 1.609)
C (1.990, -1.113, 1.522)
H (1.010, -0.597, 1.569)
H (1.881, -2.010, 0.879)
H (2.204, -1.440, 2.560)
C (4.415, -1.027, 0.841)
H (5.259, -0.387, 0.521)
H (4.674, -1.494, 1.818)
H (4.288, -1.845, 0.097)
C (-3.239, -0.864, 2.645)
H (-3.358, -1.517, 3.526)
H (-2.445, -0.148, 2.885)
H (-4.198, -0.337, 2.544)
C (-1.696, -2.589, 1.601)
H (-1.394, -3.074, 0.654)
H (-0.844, -2.014, 2.005)
H (-1.920, -3.402, 2.316)
C (-4.176, -2.625, 1.218)
H (-4.305, -3.171, 2.170)
H (-5.101, -2.062, 1.036)
H (-4.047, -3.377, 0.424)
C (-3.620, 1.279, -1.824)
H (-3.497, 0.539, -2.639)
H (-4.467, 1.943, -2.096)
H (-2.700, 1.893, -1.743)
C (-4.127, 1.696, 0.600)
H (-3.247, 2.364, 0.668)
H (-5.005, 2.307, 0.308)
H (-4.332, 1.295, 1.607)
C (-5.255, -0.187, -0.635)
H (-5.134, -1.109, -1.236)
H (-5.721, -0.429, 0.333)
H (-5.971, 0.459, -1.179)
Co (-0.430, 0.282, -0.492)
N (0.242, 1.446, -1.827)
C (0.967, 1.236, -2.830)
C (0.563, 1.846, -4.251)
C (1.740, 1.934, -5.210)
C (-0.548, 0.922, -4.791)
C (-0.055, 3.248, -4.041)
H (2.445, 2.706, -4.842)
H (2.240, 0.958, -5.327)
H (1.396, 2.241, -6.215)
H (-1.229, 0.641, -3.961)
H (-1.208, 1.383, -5.569)
H (-0.095, 0.017, -5.217)
H (-0.284, 3.739, -5.003)
H (-1.010, 3.198, -3.481)
H (0.642, 3.920, -3.493)
C (-1.420, -2.195, 5.771)
P (-0.445, -0.726, 5.321)
C (-1.177, 0.645, 6.271)
C (1.211, -0.957, 5.998)
O (-0.402, -0.457, 3.840)
H (-0.755, -3.068, 5.782)
H (-2.222, -2.364, 5.042)
H (-1.863, -2.060, 6.767)
H (-2.046, 0.279, 6.834)
H (-0.424, 1.038, 6.972)
H (-1.478, 1.428, 5.561)
H (1.875, -1.324, 5.203)
H (1.555, 0.023, 6.349)
H (1.184, -1.668, 6.835)

***

# 4
Computed, not measured: a structure of composition C3H4CuMgO4, with ωB97M-V with the def2-TZVPD basis set.

HOMO (spin up / spin down)	-11.10 / -12.01	eV
E_tot	-61436.9985	eV
multiplicity	3
net charge	+1

Element x y z (Å)
O (1.338, -0.292, 7.290)
C (0.554, -1.360, 7.003)
O (0.711, -2.426, 7.915)
C (0.489, -2.056, 9.307)
Mg (1.407, -0.149, 9.199)
H (0.739, -1.786, 6.002)
H (0.955, -2.855, 9.901)
H (-0.602, -2.091, 9.496)
H (-0.795, -0.940, 7.185)
O (-2.861, -0.930, 8.545)
C (-2.144, -0.361, 7.687)
O (-2.505, 0.709, 7.139)
Cu (-4.209, 0.399, 8.058)

***

# 5
Computed, not measured: a structure of composition C24H33N6O5P, with ωB97M-V with the def2-TZVPD basis set.

energy relative to the best compared isomer or geometry (same formula, charge and spin)	3.162	eV
HOMO	-2.99	eV
E_tot	-53883.4774	eV
multiplicity	1
net charge	-2

Element x y z (Å)
O (-0.567, 0.069, 0.867)
H (-0.282, -0.481, 1.693)
H (-0.564, -0.809, 0.000)
H (0.032, 0.547, 0.305)
P (1.649, -1.527, -0.640)
O (2.272, -1.616, 0.728)
O (1.317, 0.099, -0.638)
O (0.180, -1.885, -0.457)
O (2.327, -1.799, -1.889)
N (-0.301, -4.230, -0.986)
C (0.510, -5.250, -0.537)
C (-0.140, -6.328, -0.906)
C (-1.345, -5.998, -1.812)
C (-1.306, -4.703, -1.756)
H (-0.193, -3.171, -0.674)
H (1.461, -5.190, 0.081)
H (0.081, -7.217, -0.494)
H (-2.058, -6.659, -2.089)
H (-1.861, -3.933, -2.166)
N (0.559, 3.123, 1.610)
C (-0.389, 3.795, 0.996)
C (-1.401, 4.201, 1.850)
C (-1.055, 3.518, 3.111)
C (0.267, 2.946, 2.866)
H (1.251, 2.582, 1.039)
H (-0.277, 4.006, 0.018)
H (-2.324, 4.794, 1.839)
H (-1.686, 3.850, 3.954)
H (0.843, 2.454, 3.574)
N (2.673, 2.006, -0.001)
C (3.708, 2.017, 1.048)
C (4.398, 3.186, 0.886)
C (3.644, 4.015, -0.269)
C (2.633, 3.225, -0.603)
H (2.154, 1.155, -0.120)
H (3.938, 1.217, 1.806)
H (5.329, 3.375, 1.429)
H (3.871, 5.086, -0.689)
H (1.892, 3.292, -1.486)
N (-2.162, -1.642, -1.210)
C (-2.355, -1.195, -2.496)
C (-3.745, -1.205, -2.738)
C (-4.347, -1.575, -1.345)
C (-3.336, -1.813, -0.397)
H (-1.114, -1.609, -0.883)
H (-1.401, -0.875, -3.001)
H (-4.269, -0.695, -3.661)
H (-5.427, -1.663, -1.134)
H (-3.569, -2.192, 0.544)
N (0.998, -1.430, 2.590)
C (-0.206, -2.179, 2.784)
C (-0.838, -1.603, 3.893)
C (-0.011, -0.450, 4.301)
C (1.101, -0.303, 3.453)
H (1.683, -1.451, 1.635)
H (-0.715, -2.753, 2.097)
H (-1.552, -2.073, 4.249)
H (-0.162, 0.338, 5.059)
H (2.092, 0.314, 3.344)
N (0.333, 1.465, -2.163)
C (0.891, 2.033, -3.357)
C (-0.096, 2.836, -3.894)
C (-1.243, 2.976, -2.927)
C (-0.967, 2.004, -1.930)
H (0.770, 0.805, -1.607)
H (1.887, 1.902, -3.602)
H (0.053, 3.177, -4.949)
H (-2.134, 3.385, -2.994)
H (-1.401, 1.711, -1.151)

***

# 6
Computed, not measured: the molecule C8H12, with ωB97M-V with the def2-TZVPD basis set.

energy relative to the best compared isomer or geometry (same formula, charge and spin)	4.175	eV
HOMO	-7.46	eV
E_tot	-8485.4071	eV
multiplicity	1
net charge	0

Element x y z (Å)
C (-0.785, -0.566, -0.155)
C (0.698, -0.864, 0.123)
C (-3.114, -0.248, 0.057)
C (-2.071, -1.046, 0.092)
C (0.268, 0.531, -0.069)
C (1.906, -1.855, 0.023)
C (0.517, 1.480, 1.099)
C (0.832, 1.266, -1.342)
H (-4.154, -0.698, 0.060)
H (-3.146, 0.793, -0.278)
H (-2.152, -2.054, 0.488)
H (2.536, -1.401, 0.784)
H (2.375, -1.756, -0.946)
H (1.632, -2.866, 0.380)
H (1.504, 1.312, 1.516)
H (-0.191, 1.461, 1.944)
H (0.464, 2.477, 0.695)
H (0.819, 0.569, -2.071)
H (1.865, 1.398, -0.959)
H (0.197, 2.066, -1.439)

***

# 7
Computed, not measured: the molecule C21H32N2O2, with ωB97M-V with the def2-TZVPD basis set.

energy relative to the best compared isomer or geometry (same formula, charge and spin)	3.989	eV
HOMO	-7.72	eV
E_tot	-29369.9653	eV
multiplicity	1
net charge	0

Element x y z (Å)
C (3.672, 0.575, -0.060)
H (4.551, 1.166, 0.181)
H (2.855, 0.882, 0.585)
H (3.907, -0.471, 0.126)
C (3.302, 0.800, -1.538)
C (4.471, 0.453, -2.410)
C (5.713, 1.035, -2.496)
C (6.459, 0.296, -3.433)
C (5.651, -0.711, -3.884)
N (4.450, -0.614, -3.253)
C (3.291, -1.430, -3.479)
C (2.380, -1.328, -2.254)
N (2.131, 0.073, -2.004)
C (0.867, 0.398, -1.401)
C (0.529, -0.258, -0.039)
C (-0.860, -0.901, -0.053)
O (-1.077, -1.458, 1.226)
C (-2.415, -1.868, 1.444)
C (-3.359, -0.704, 1.556)
C (-4.372, -0.471, 0.728)
C (-5.262, 0.719, 0.944)
C (-4.762, 1.524, 2.143)
H (-5.368, 2.413, 2.317)
C (-3.241, 1.691, 2.000)
H (-2.830, 2.491, 2.609)
H (-2.854, 1.781, 0.987)
C (-3.131, 0.299, 2.651)
H (-2.265, 0.066, 3.268)
C (-4.486, 0.596, 3.353)
C (-5.438, -0.561, 3.621)
H (-5.523, -1.233, 2.772)
H (-5.085, -1.138, 4.474)
H (-6.428, -0.175, 3.858)
C (-4.311, 1.375, 4.654)
H (-3.666, 2.240, 4.534)
H (-3.878, 0.732, 5.418)
H (-5.280, 1.721, 5.010)
H (-6.293, 0.390, 1.100)
H (-5.259, 1.347, 0.047)
H (-4.604, -1.127, -0.100)
H (-2.387, -2.419, 2.389)
H (-2.737, -2.547, 0.642)
H (-1.618, -0.136, -0.271)
H (-0.918, -1.684, -0.824)
O (0.573, 0.733, 0.965)
H (0.137, 0.363, 1.743)
H (1.258, -1.048, 0.195)
H (0.830, 1.479, -1.254)
H (0.086, 0.126, -2.121)
H (1.431, -1.826, -2.461)
H (2.861, -1.843, -1.407)
H (3.598, -2.465, -3.656)
H (2.749, -1.068, -4.362)
H (5.837, -1.488, -4.600)
H (7.471, 0.484, -3.734)
H (6.047, 1.896, -1.951)
H (3.075, 1.868, -1.663)

***

# 8
Computed, not measured: a cluster of 8 separate species, C30H25F7N2O24 in total, with ωB97M-V with the def2-TZVPD basis set.

HOMO	-9.83	eV
E_tot	-102643.0926	eV
multiplicity	1
net charge	0

Element x y z (Å)
O (0.948, -2.183, -0.372)
C (-0.024, -1.695, -1.171)
N (-1.172, -1.085, -1.646)
N (-0.826, -0.067, -2.562)
C (-1.756, 1.035, -2.011)
O (-1.433, 2.292, -1.673)
C (-3.165, 0.206, -1.917)
C (-4.481, 0.334, -0.954)
C (-5.689, -0.794, -1.215)
C (-5.554, -1.984, -2.383)
C (-4.206, -2.060, -3.370)
C (-3.054, -0.933, -3.088)
C (-1.607, -0.605, -3.780)
O (-1.224, -0.719, -5.056)
H (-4.536, 1.181, -0.149)
H (-6.674, -0.801, -0.566)
H (-6.429, -2.774, -2.498)
H (-4.046, -2.865, -4.204)
C (0.974, -0.482, -7.262)
C (0.397, -1.075, -8.501)
O (1.524, -1.284, -9.322)
C (2.558, -1.493, -8.459)
O (3.631, -1.975, -8.780)
O (2.242, -1.102, -7.186)
F (-0.423, -0.197, -9.120)
H (1.104, 0.603, -7.332)
H (0.374, -0.706, -6.375)
H (-0.124, -2.025, -8.344)
C (2.019, 2.198, -1.527)
C (2.561, 0.997, -0.829)
O (3.842, 1.409, -0.410)
C (3.739, 2.755, -0.224)
O (4.550, 3.424, 0.393)
O (2.611, 3.262, -0.808)
F (2.705, -0.036, -1.689)
H (2.328, 2.253, -2.576)
H (0.928, 2.251, -1.478)
H (1.973, 0.680, 0.039)
C (6.374, 5.016, -2.141)
C (5.797, 4.423, -3.381)
O (6.924, 4.214, -4.202)
C (7.958, 4.006, -3.338)
O (9.031, 3.523, -3.659)
O (7.642, 4.396, -2.066)
F (4.977, 5.301, -4.000)
H (6.504, 6.101, -2.212)
H (5.774, 4.792, -1.255)
H (5.276, 3.473, -3.223)
C (-5.675, 0.381, 3.623)
C (-6.744, 0.281, 2.589)
O (-6.218, -0.638, 1.659)
C (-5.404, -1.452, 2.387)
O (-4.986, -2.530, 1.997)
O (-5.118, -0.918, 3.614)
F (-6.921, 1.466, 1.962)
H (-4.901, 1.111, 3.363)
H (-6.074, 0.630, 4.610)
H (-7.703, -0.087, 2.968)
C (-4.357, -0.351, 7.770)
C (-4.970, -1.214, 8.820)
O (-6.355, -1.039, 8.623)
C (-6.493, -0.769, 7.295)
O (-7.551, -0.827, 6.691)
O (-5.299, -0.431, 6.719)
F (-4.656, -0.767, 10.056)
H (-4.255, 0.693, 8.087)
H (-3.379, -0.717, 7.449)
H (-4.717, -2.276, 8.731)
C (5.371, -1.650, -0.611)
C (6.066, -1.115, -1.816)
O (7.402, -1.529, -1.637)
C (7.322, -2.681, -0.914)
O (8.237, -3.478, -0.794)
O (6.088, -2.839, -0.346)
F (6.037, 0.236, -1.830)
H (5.446, -0.981, 0.253)
H (4.315, -1.862, -0.799)
H (5.684, -1.506, -2.765)
C (0.325, -2.285, 6.226)
C (0.203, -1.274, 5.138)
O (-0.921, -0.514, 5.519)
C (-0.948, -0.578, 6.879)
O (-1.603, 0.170, 7.587)
O (-0.145, -1.577, 7.356)
F (-0.067, -1.870, 3.954)
H (-0.307, -3.164, 6.061)
H (1.357, -2.617, 6.372)
H (1.074, -0.618, 5.035)

***

Question: The highest E_tot belongs to which entry?
Answer: C8H12

***

Question: What is the net charge in the third record?
Answer: +1